(1)
This record from OMol25 describes a cluster of 11 separate species, C35H71B3O15 in total. The level of theory is ωB97M-V/def2-TZVPD.

ORCA input file:
```
! RIJCOSX wB97M-V def2-TZVPD def2/J DEFGRID3
* xyz 0 1
C -0.66 -1.84 -0.64
C -0.82 -0.34 -1.38
O -0.85 -0.35 -2.71
O -0.92 0.91 -0.60
C -2.24 1.58 -0.86
C -3.44 0.96 0.12
C -4.50 0.17 -0.84
B -4.87 -1.36 -0.37
O -4.44 -2.59 -1.14
B -5.75 -3.08 -1.69
O -6.82 -3.35 -0.68
B -6.98 -2.17 0.23
O -5.70 -1.66 0.84
H -0.45 -2.70 -1.42
H -1.65 -2.06 -0.06
H 0.28 -1.83 0.09
H -2.07 2.74 -0.62
H -2.53 1.53 -2.01
H -4.01 1.88 0.61
H -2.93 0.28 0.93
H -4.21 0.13 -1.98
H -5.53 0.79 -0.79
H -5.91 -3.20 -2.85
H -8.03 -1.66 0.40
C 2.55 0.01 -2.52
C 2.74 -1.17 -3.43
C 3.26 -0.91 -4.82
O 2.49 -2.32 -3.05
H 2.17 -0.33 -1.55
H 3.50 0.52 -2.36
H 1.82 0.70 -2.95
H 4.24 -0.44 -4.76
H 2.56 -0.26 -5.35
H 3.35 -1.86 -5.36
C -8.35 -6.13 -1.26
C -9.28 -6.14 -2.44
C -9.83 -7.48 -2.88
O -9.58 -5.11 -3.03
H -8.04 -5.10 -1.06
H -8.87 -6.51 -0.38
H -7.47 -6.73 -1.47
H -10.41 -7.92 -2.07
H -9.01 -8.14 -3.17
H -10.48 -7.33 -3.75
C 4.91 2.98 1.20
C 5.16 2.67 -0.25
C 5.57 3.81 -1.14
O 5.03 1.52 -0.69
H 4.62 2.06 1.73
H 5.82 3.37 1.66
H 4.10 3.70 1.29
H 6.51 4.24 -0.79
H 4.78 4.57 -1.16
H 5.71 3.43 -2.16
C 10.44 2.30 0.04
C 9.35 2.58 -0.96
C 8.44 1.44 -1.32
O 9.20 3.69 -1.45
H 11.02 3.22 0.21
H 10.01 1.98 0.99
H 11.11 1.53 -0.35
H 7.91 1.08 -0.43
H 9.02 0.63 -1.77
H 7.70 1.78 -2.05
C -4.80 -4.21 2.14
C -4.49 -5.00 3.38
C -5.44 -4.87 4.54
O -3.50 -5.73 3.45
H -4.03 -4.41 1.39
H -5.76 -4.52 1.74
H -4.80 -3.14 2.37
H -6.43 -5.21 4.25
H -5.47 -3.84 4.88
H -5.09 -5.50 5.37
C 8.49 -2.73 -4.16
C 9.82 -2.12 -3.82
C 10.89 -3.05 -3.30
O 10.03 -0.92 -3.95
H 7.81 -1.94 -4.52
H 8.61 -3.47 -4.96
H 8.05 -3.19 -3.27
H 11.13 -3.80 -4.06
H 10.56 -3.52 -2.38
H 11.80 -2.47 -3.10
C -2.59 4.59 3.67
C -2.34 4.28 2.22
C -1.93 5.42 1.33
O -2.47 3.14 1.78
H -2.88 3.67 4.20
H -1.68 4.99 4.13
H -3.40 5.32 3.77
H -0.99 5.85 1.68
H -2.72 6.18 1.32
H -1.79 5.05 0.31
C -1.07 6.30 -4.14
C -1.66 5.30 -3.18
C -2.30 4.07 -3.77
O -1.61 5.47 -1.97
H -0.65 7.13 -3.58
H -0.28 5.83 -4.73
H -1.86 6.69 -4.80
H -1.56 3.50 -4.34
H -3.14 4.35 -4.41
H -2.67 3.43 -2.96
C -5.90 0.87 5.89
C -5.71 -0.31 4.98
C -5.19 -0.04 3.60
O -5.96 -1.45 5.36
H -6.28 0.53 6.86
H -4.94 1.38 6.05
H -6.63 1.56 5.46
H -4.20 0.42 3.65
H -5.89 0.60 3.06
H -5.10 -0.99 3.05
C 5.70 1.31 6.09
C 4.77 1.30 4.90
C 4.23 -0.03 4.47
O 4.47 2.34 4.31
H 6.01 2.34 6.29
H 5.18 0.93 6.97
H 6.58 0.71 5.88
H 3.64 -0.48 5.28
H 5.05 -0.70 4.18
H 3.57 0.11 3.60
*
```

Properties
strongest force on any atom = 8.14 eV/A
E_tot = -70188.8326 eV
SMILES string = CC(=O)OCCCB1OBOBO1.CC(C)=O.CC(C)=O.CC(C)=O.CC(C)=O.CC(C)=O.CC(C)=O.CC(C)=O.CC(C)=O.CC(C)=O.CC(C)=O
HOMO = -9.1 eV

---

(2)
This record from OMol25 describes a structure of composition C19H25Cl5GeIMnNSe2. The level of theory is ωB97M-V/def2-TZVPD.

ORCA input file:
```
! RIJCOSX wB97M-V def2-TZVPD def2/J DEFGRID3
* xyz 1 5
Mn -0.79 0.41 0.26
Cl -2.53 -0.09 3.82
C -3.36 0.04 2.31
C -2.67 0.33 1.13
C -3.45 0.40 0.00
Cl -2.53 0.73 -1.51
C -4.82 0.22 -0.08
Cl -5.66 0.33 -1.57
C -5.47 -0.06 1.12
Cl -7.17 -0.29 1.12
C -4.74 -0.14 2.31
Cl -5.57 -0.49 3.77
C 0.40 -1.40 -5.33
Se -0.14 -0.57 -3.66
C 0.94 1.04 -3.79
C 1.99 1.12 -2.69
Se 1.33 1.47 -0.89
C 0.66 3.28 -1.11
H 0.10 -0.78 -6.17
H -0.12 -2.35 -5.39
H 1.48 -1.58 -5.34
H 0.31 1.93 -3.81
H 1.45 1.00 -4.75
H 2.71 1.92 -2.85
H 2.53 0.18 -2.60
H 1.49 3.92 -1.41
H 0.30 3.60 -0.13
H -0.15 3.32 -1.83
I 2.97 -4.21 0.39
C 1.11 -3.51 -0.15
C 0.17 -4.33 -0.77
C -1.06 -3.80 -1.11
C -1.32 -2.47 -0.83
N -0.42 -1.68 -0.23
C 0.77 -2.19 0.11
H 0.41 -5.36 -0.98
H -1.81 -4.40 -1.59
H -2.27 -2.01 -1.08
H 1.47 -1.52 0.60
C 1.91 0.81 4.50
Ge 1.99 1.10 2.57
C 3.36 -0.09 1.84
C 2.45 2.97 2.25
C 0.13 0.68 2.05
H 2.88 1.03 4.95
H 1.65 -0.22 4.73
H 1.17 1.47 4.95
H 4.32 0.21 2.24
H 3.43 -0.04 0.75
H 3.19 -1.12 2.13
H 3.31 3.21 2.86
H 1.64 3.63 2.56
H 2.71 3.18 1.22
H -0.50 1.41 2.57
H -0.15 -0.28 2.50
*
```

Properties
strongest force on any atom = 0.57 eV/A
E_tot = -310833.4480 eV
HOMO (spin up / spin down) = -11.4 / -11.4 eV

---

(3)
This record from OMol25 describes a structure of composition C39H33OP2SnTe. The level of theory is ωB97M-V/def2-TZVPD.

ORCA input file:
```
! RIJCOSX wB97M-V def2-TZVPD def2/J DEFGRID3
* xyz 1 1
Sn -0.20 -1.76 2.07
C -0.51 3.63 -3.03
C 0.61 2.76 -2.41
C 1.98 3.14 -3.00
C 0.64 3.04 -0.88
C 0.86 4.32 -0.34
C 0.87 4.51 1.07
C 0.65 3.44 1.93
C 0.43 2.16 1.41
P 0.16 0.65 2.51
C 1.95 0.59 2.64
C 2.48 0.73 3.93
C 3.86 0.65 4.14
C 4.72 0.43 3.07
C 4.21 0.29 1.78
C 2.83 0.37 1.56
C -1.60 1.12 2.45
C -2.16 1.57 3.64
C -3.51 1.91 3.71
C -4.32 1.80 2.57
C -3.77 1.34 1.37
C -2.42 1.00 1.31
C 0.43 1.98 0.01
O 0.23 0.76 -0.42
C 0.14 0.36 -1.70
C -0.15 -0.99 -1.90
C -0.27 -1.47 -3.20
C -0.08 -0.58 -4.29
C 0.21 0.77 -4.05
C 0.32 1.28 -2.73
P -0.38 -2.06 -0.38
C -2.14 -2.33 -0.48
C -3.03 -1.53 -1.22
C -4.39 -1.85 -1.27
C -4.87 -2.97 -0.57
C -4.00 -3.76 0.17
C -2.64 -3.44 0.21
C 0.96 -3.14 -0.70
C 0.65 -4.47 -1.01
C 1.68 -5.39 -1.27
C 3.01 -4.98 -1.21
C 3.33 -3.65 -0.90
C 2.30 -2.73 -0.65
H -0.33 4.71 -2.85
H -1.49 3.35 -2.60
H -0.55 3.48 -4.14
H 2.21 4.21 -2.82
H 1.99 2.99 -4.11
H 2.78 2.53 -2.56
H 1.03 5.18 -0.98
H 1.04 5.50 1.47
H 0.66 3.59 3.01
H 1.82 0.89 4.78
H 4.26 0.75 5.14
H 5.79 0.37 3.23
H 4.87 0.12 0.94
H 2.46 0.26 0.56
H -1.54 1.66 4.53
H -3.94 2.27 4.64
H -5.37 2.06 2.62
H -4.40 1.25 0.49
H -2.03 0.64 0.37
H -0.49 -2.51 -3.39
H -0.17 -0.95 -5.29
H 0.34 1.43 -4.90
H -2.70 -0.66 -1.77
H -5.08 -1.24 -1.84
H -5.93 -3.21 -0.61
H -4.37 -4.62 0.70
H -1.97 -4.07 0.79
H -0.38 -4.79 -1.06
H 1.43 -6.41 -1.51
H 3.80 -5.69 -1.41
H 4.36 -3.34 -0.86
H 2.56 -1.71 -0.42
Te 1.93 -3.22 3.04
H -1.67 -2.29 2.85
*
```

Properties
strongest force on any atom = 4.57 eV/A
E_tot = -74718.2663 eV
HOMO (spin up / spin down) = -9.3 / -9.3 eV

---

(4)
This record from OMol25 describes a structure of composition C46H87F2N11O10RbS2. The level of theory is ωB97M-V/def2-TZVPD.

ORCA input file:
```
! RIJCOSX wB97M-V def2-TZVPD def2/J DEFGRID3
* xyz 5 1
Rb -3.49 2.34 -2.01
C -1.15 -0.35 -0.73
C -0.99 0.75 0.16
C 0.39 0.85 0.90
O 0.53 1.75 1.76
C 1.44 -0.06 0.55
C 1.23 -1.09 -0.36
C -0.12 -1.24 -1.02
O -0.27 -2.14 -1.89
O 2.18 -1.89 -0.53
O -1.89 1.62 0.25
H -2.08 -0.44 -1.29
H 2.43 0.20 0.92
C -9.74 -0.47 2.33
C -8.32 -0.04 2.75
N -7.31 -0.90 2.18
C -7.12 -2.23 2.51
C -5.89 -2.58 2.00
N -5.42 -1.51 1.29
C -6.28 -0.51 1.41
C -4.22 -1.56 0.46
H -9.93 -1.50 2.62
H -9.96 -0.37 1.27
H -10.44 0.08 2.96
H -8.17 -0.04 3.83
H -8.09 0.98 2.42
H -7.78 -2.74 3.19
H -5.35 -3.51 2.00
H -6.14 0.50 1.07
H -4.31 -0.95 -0.44
H -3.98 -2.57 0.16
H -3.39 -1.06 0.95
C 0.41 -8.51 -0.74
C -1.06 -8.53 -1.18
N -1.63 -7.21 -1.51
C -1.15 -5.94 -1.18
C -2.10 -5.09 -1.66
N -3.00 -5.77 -2.42
C -2.72 -7.08 -2.25
C -4.13 -5.17 -3.14
H 1.04 -7.79 -1.27
H 0.80 -9.51 -0.91
H 0.56 -8.28 0.31
H -1.67 -8.92 -0.36
H -1.22 -9.26 -1.97
H -0.29 -5.88 -0.54
H -2.14 -4.00 -1.67
H -3.31 -7.91 -2.61
H -3.71 -4.32 -3.67
H -4.89 -4.85 -2.45
H -4.49 -5.82 -3.94
C 8.72 -0.47 2.72
C 7.78 0.64 2.23
N 6.46 0.40 2.81
C 6.11 0.82 4.07
C 4.90 0.25 4.33
N 4.53 -0.48 3.24
C 5.44 -0.26 2.27
C 3.44 -1.45 3.11
H 8.47 -1.45 2.31
H 8.78 -0.52 3.81
H 9.72 -0.24 2.34
H 7.77 0.57 1.15
H 8.18 1.59 2.58
H 6.68 1.53 4.65
H 4.41 0.28 5.29
H 5.41 -0.69 1.28
H 3.47 -2.14 3.96
H 3.67 -2.05 2.24
H 2.43 -1.04 3.05
C -2.77 2.30 3.40
C -1.97 1.64 4.49
O -2.42 1.05 5.40
N -0.47 1.81 4.30
H -0.27 2.08 3.31
H -0.09 2.60 4.82
C 0.33 0.57 4.67
H -2.26 2.19 2.45
H -2.92 3.35 3.65
H -3.73 1.79 3.37
H 0.28 -0.09 3.82
H -0.08 0.09 5.56
H 1.31 0.96 4.94
C 0.91 -6.19 -3.89
C 1.66 -5.28 -2.95
O 2.22 -5.64 -1.98
N 1.72 -3.84 -3.30
H 1.24 -3.68 -4.19
H 1.05 -3.30 -2.70
C 3.09 -3.21 -3.26
H 0.98 -5.89 -4.94
H -0.13 -6.23 -3.55
H 1.32 -7.20 -3.89
H 3.07 -2.13 -3.25
H 3.60 -3.54 -4.16
H 3.57 -3.60 -2.37
C 3.52 3.35 2.23
C 2.66 4.40 1.55
C 1.79 5.16 2.51
N 0.58 5.85 1.89
C 0.90 7.22 1.34
C -0.16 5.09 0.79
C -1.64 5.50 0.86
C -1.79 6.19 2.23
C -0.51 5.91 2.95
H 3.86 2.61 1.50
H 2.91 2.77 2.94
H 4.31 3.77 2.84
H 2.13 3.99 0.70
H 3.39 5.09 1.11
H 2.31 5.99 2.99
H 1.42 4.50 3.29
H 0.14 7.56 0.64
H 1.88 7.12 0.88
H 0.89 8.05 2.06
H 0.38 5.29 -0.13
H -0.04 4.02 0.97
H -1.87 6.20 0.05
H -2.31 4.65 0.68
H -1.81 7.26 2.00
H -2.73 5.92 2.70
H -0.28 6.68 3.69
H -0.49 4.99 3.53
C 5.69 3.00 -1.78
C 4.27 2.48 -1.85
C 3.55 2.89 -3.13
N 2.15 2.29 -3.21
C 1.29 2.81 -2.10
C 2.11 0.78 -3.25
C 0.81 0.42 -3.96
C 0.59 1.58 -4.93
C 1.57 2.70 -4.59
H 6.17 2.73 -2.72
H 6.23 2.65 -0.90
H 5.83 4.09 -1.81
H 3.74 2.78 -0.94
H 4.25 1.38 -1.80
H 4.08 2.53 -4.01
H 3.43 3.97 -3.20
H 1.60 2.39 -1.15
H 0.24 2.62 -2.31
H 1.39 3.89 -2.13
H 2.25 0.49 -2.21
H 2.89 0.50 -3.96
H 0.00 0.39 -3.23
H 0.90 -0.54 -4.44
H -0.44 1.92 -4.95
H 0.81 1.31 -5.97
H 1.18 3.70 -4.41
H 2.33 2.82 -5.36
N -4.96 -0.03 -3.20
S -3.91 -1.05 -3.68
O -3.93 -1.40 -5.07
O -3.59 -2.12 -2.73
F -2.61 -0.06 -3.65
S -6.26 -1.05 -2.95
O -6.72 -1.13 -1.59
O -6.39 -2.21 -3.78
F -7.29 -0.03 -3.60
*
```

Properties
strongest force on any atom = 4.88 eV/A
E_tot = -113693.5631 eV
HOMO = -17.5 eV